a.
Below is the molecule CH5N3O, with properties calculated with ωB97M-V/def2-TZVPD.

The geometry in ORCA input format:
```
! wB97M-V def2-TZVPD RIJCOSX def2/J DEFGRID3
* xyz 0 1
N -2.225 -0.203 -0.074
N -0.870 -0.420 -0.042
C -0.119 0.640 -0.005
N 1.260 0.586 -0.122
O 1.972 -0.639 0.137
H -2.571 -0.953 0.579
H -2.320 0.815 0.336
H -0.714 1.539 -0.131
H 1.686 1.247 0.535
H 1.706 -1.125 -0.713
*
```

## Properties
* LUMO energy: 0.974 eV
* HOMO energy: -0.3032 Ha
* molar mass: 75.07 g mol⁻¹
* Kohn-Sham gap: 9.225 eV
* structure (SMILES): N/N=C/NO


b.
Below is the molecule CH5N3O, with properties calculated with ωB97M-V/def2-TZVPD.

The geometry in ORCA input format:
```
! wB97M-V def2-TZVPD RIJCOSX def2/J DEFGRID3
* xyz 0 1
H 1.561 0.088 1.294
N 1.308 0.271 0.331
C 0.096 -0.026 0.187
N -0.841 -0.484 1.023
N -0.534 0.079 -1.132
O 0.386 0.599 -2.024
H -0.538 -0.922 2.156
H -1.564 -1.378 0.585
H -1.099 1.042 -0.889
H 1.225 0.729 -1.531
*
```

## Properties
* LUMO energy: 0.368 eV
* HOMO energy: -0.3489 Ha
* molar mass: 75.07 g mol⁻¹
* Kohn-Sham gap: 9.862 eV
* structure (SMILES): [H]/N=C(\N)NO


Quick ranking, most stable first: b, a.


a.
Below is a cluster of 2 separate species, CH5N3O in total, with properties calculated with ωB97M-V/def2-TZVPD.

The geometry in ORCA input format:
```
! wB97M-V def2-TZVPD RIJCOSX def2/J DEFGRID3
* xyz 0 1
C 0.151 -0.537 1.022
N 1.621 -0.912 -0.559
N -2.029 0.454 -0.415
N 0.877 -0.086 0.063
O 0.902 1.116 -0.314
H -0.446 0.251 1.569
H 0.328 -1.603 1.279
H 1.959 -0.623 -1.504
H -1.488 0.657 -1.284
H -1.875 1.282 0.142
*
```

## Properties
* LUMO energy (spin up / spin down): -0.703 / -1.748 eV
* HOMO energy (spin up / spin down): -0.3600 / -0.3595 Ha
* molar mass: 75.07 g mol⁻¹
* Kohn-Sham gap (spin up / spin down): 9.092 / 8.034 eV


b.
Below is the molecule CH5N3O, with properties calculated with ωB97M-V/def2-TZVPD.

The geometry in ORCA input format:
```
! wB97M-V def2-TZVPD RIJCOSX def2/J DEFGRID3
* xyz 0 1
H 0.735 -1.377 -0.921
N 0.668 -0.394 -1.158
C 0.119 0.364 -0.326
N -0.328 1.667 -0.703
O -0.274 0.170 0.964
N -0.250 -1.207 1.441
H 0.040 1.971 -1.590
H -0.298 2.345 0.041
H 0.583 -1.691 1.093
H -0.995 -1.848 1.160
*
```

## Properties
* LUMO energy: 0.902 eV
* HOMO energy: -0.3602 Ha
* molar mass: 75.07 g mol⁻¹
* Kohn-Sham gap: 10.703 eV
* structure (SMILES): [H]/N=C(/N)ON


c.
Below is a structure of composition CH5N3O, with properties calculated with ωB97M-V/def2-TZVPD.

The geometry in ORCA input format:
```
! wB97M-V def2-TZVPD RIJCOSX def2/J DEFGRID3
* xyz 0 1
C -0.072 -0.564 -0.132
H 1.936 1.740 0.551
H 2.349 0.192 0.159
H 0.578 -1.699 0.350
H -1.456 -1.795 -0.401
H -1.179 1.517 0.213
N 1.513 0.931 0.036
N 0.196 0.691 -0.102
N -1.392 -0.847 -0.722
O -2.475 -0.166 0.048
*
```

## Properties
* LUMO energy: -1.014 eV
* HOMO energy: -0.2935 Ha
* molar mass: 75.07 g mol⁻¹
* Kohn-Sham gap: 6.973 eV


Quick ranking, most stable first: b, a, c.


a.
Below is a cluster of 2 separate species, C4H14N2 in total, with properties calculated with ωB97M-V/def2-TZVPD.

The geometry in ORCA input format:
```
! wB97M-V def2-TZVPD RIJCOSX def2/J DEFGRID3
* xyz 0 1
C 2.434 0.895 0.959
C 2.638 -0.588 0.604
N 1.767 -1.058 -0.446
H 3.098 1.532 0.371
H 2.695 1.109 1.994
H 1.422 1.206 0.715
H 2.481 -1.163 1.518
H 3.683 -0.779 0.346
H 0.923 -1.495 -0.128
H 2.142 -1.369 -1.320
C -2.235 -1.041 -0.450
N -2.499 0.212 0.233
C -2.234 1.370 -0.613
H -1.243 -1.028 -0.887
H -2.932 -1.327 -1.255
H -2.239 -1.851 0.274
H -3.473 0.270 0.499
H -2.731 1.300 -1.583
H -2.532 2.281 -0.087
H -1.166 1.524 -0.746
*
```

## Properties
* LUMO energy: 1.133 eV
* HOMO energy: -0.3214 Ha
* molar mass: 90.17 g mol⁻¹
* Kohn-Sham gap: 9.878 eV
* structure (SMILES): CCN.CNC


b.
Below is a cluster of 2 separate species, C4H14N2 in total, with properties calculated with ωB97M-V/def2-TZVPD.

The geometry in ORCA input format:
```
! wB97M-V def2-TZVPD RIJCOSX def2/J DEFGRID3
* xyz 0 1
C -0.070 -0.081 -2.257
C -0.619 1.190 -1.654
N -1.734 0.912 -0.726
H -0.433 -0.983 -1.758
H 1.009 -0.208 -2.119
H -0.286 -0.307 -3.286
H -0.945 1.906 -2.411
H 0.128 1.705 -1.053
H -1.598 1.311 0.185
H -1.944 -0.071 -0.654
C -0.329 -0.214 2.212
N 0.324 -1.142 1.281
C 1.616 -0.602 0.863
H -0.201 0.790 1.877
H 0.144 -0.270 3.214
H -1.350 -0.525 2.444
H 0.475 -2.033 1.733
H 2.091 -1.336 0.215
H 1.490 0.245 0.183
H 2.233 -0.286 1.712
*
```

## Properties
* LUMO energy: 1.040 eV
* HOMO energy: -0.3178 Ha
* molar mass: 90.17 g mol⁻¹
* Kohn-Sham gap: 9.687 eV
* structure (SMILES): CCN.CNC


c.
Below is a cluster of 2 separate species, C4H14N2 in total, with properties calculated with ωB97M-V/def2-TZVPD.

The geometry in ORCA input format:
```
! wB97M-V def2-TZVPD RIJCOSX def2/J DEFGRID3
* xyz 0 1
C -0.088 1.374 -2.151
C -0.552 0.136 -2.946
C -1.188 -0.908 -1.985
H 0.808 1.125 -1.578
H -0.876 1.658 -1.461
H 0.145 2.216 -2.793
H 0.356 -0.335 -3.316
H -1.278 0.409 -3.699
H -2.230 -1.066 -2.246
H -0.734 -1.902 -1.992
H -1.175 -0.567 -0.952
N 0.593 -1.298 1.804
C 1.089 -0.007 2.270
N 0.004 0.779 2.883
H 0.920 -2.105 2.315
H 0.618 -1.381 0.803
H 1.863 -0.200 3.013
H 1.490 0.536 1.418
H -0.757 0.129 3.076
H 0.277 1.131 3.797
*
```

## Properties
* LUMO energy: 1.070 eV
* HOMO energy: -0.3316 Ha
* molar mass: 90.17 g mol⁻¹
* Kohn-Sham gap: 10.093 eV
* structure (SMILES): CCC.NCN


Quick ranking, most stable first: c, a, b.


a.
Below is a cluster of 2 separate species, C4H14N2 in total, with properties calculated with ωB97M-V/def2-TZVPD.

The geometry in ORCA input format:
```
! wB97M-V def2-TZVPD RIJCOSX def2/J DEFGRID3
* xyz 0 1
C -0.830 5.081 2.147
C -0.325 3.726 1.609
N -0.911 3.514 0.312
H -0.332 5.895 1.595
H -0.662 5.233 3.226
H -1.914 5.132 1.949
H 0.770 3.764 1.447
H -0.548 2.809 2.189
H -1.908 3.274 0.339
H -0.423 2.667 -0.001
C 0.544 -3.935 -2.577
C 0.953 -4.670 -1.257
N 0.618 -3.986 -0.029
H 0.906 -4.447 -3.484
H 0.900 -2.891 -2.597
H -0.558 -3.931 -2.590
H 0.464 -5.662 -1.217
H 2.044 -4.828 -1.159
H -0.146 -3.347 -0.275
H 1.359 -3.401 0.373
*
```

## Properties
* LUMO energy: 0.925 eV
* HOMO energy: -0.3399 Ha
* molar mass: 90.17 g mol⁻¹
* Kohn-Sham gap: 10.174 eV
* structure (SMILES): CCN.CCN


b.
Below is a cluster of 4 separate species, C4H14N2 in total, with properties calculated with ωB97M-V/def2-TZVPD.

The geometry in ORCA input format:
```
! wB97M-V def2-TZVPD RIJCOSX def2/J DEFGRID3
* xyz 0 1
C -1.431 0.149 1.295
C -2.099 -0.745 2.296
N -0.377 0.846 1.488
H 0.589 0.650 -0.163
H 0.160 0.543 2.301
H -2.079 0.493 0.491
H -0.864 -1.502 -0.259
H -2.929 -0.217 2.768
H -2.501 -1.623 1.790
H -1.399 -1.076 3.062
C 2.282 -0.215 -0.939
C 0.582 0.989 -2.188
N 0.884 0.167 -1.029
H -0.238 -1.066 -0.681
H 2.431 -0.806 -0.037
H 2.957 0.652 -0.904
H 2.548 -0.824 -1.805
H 1.175 1.912 -2.218
H -0.473 1.255 -2.169
H 0.783 0.419 -3.098
*
```

## Properties
* LUMO energy: 1.153 eV
* HOMO energy: -0.3015 Ha
* molar mass: 90.17 g mol⁻¹
* Kohn-Sham gap: 9.357 eV


Quick ranking, most stable first: a, b.


a.
Below is a cluster of 11 separate species, C6H31NO10 in total, with properties calculated with ωB97M-V/def2-TZVPD.

The geometry in ORCA input format:
```
! wB97M-V def2-TZVPD RIJCOSX def2/J DEFGRID3
* xyz 0 1
C 2.079 3.500 0.889
C 1.582 2.793 -0.127
C 0.188 2.506 -0.542
C -0.299 1.265 -0.571
C -1.618 1.074 -1.323
N -2.004 -0.364 -1.253
C -3.419 -0.538 -1.601
H 1.420 3.829 1.691
H 3.147 3.604 1.074
H 2.355 2.431 -0.803
H -0.366 3.372 -0.911
H 0.161 0.335 -0.293
H -2.321 1.772 -0.918
H -1.390 1.154 -2.401
H -1.363 -0.827 -1.881
H -4.028 0.372 -1.493
H -3.943 -1.223 -0.886
H -3.476 -0.868 -2.641
O -2.274 3.135 1.747
H -2.220 2.561 0.966
H -1.463 3.645 1.603
O -0.991 1.226 3.184
H -1.156 2.041 2.653
H -0.767 1.586 4.051
O -1.717 -3.068 0.233
H -1.387 -2.194 0.550
H -1.769 -2.745 -0.682
O 3.941 -1.489 -1.193
H 4.553 -2.226 -1.102
H 3.134 -1.798 -0.764
O 1.364 -3.818 -0.900
H 0.709 -4.062 -1.575
H 0.688 -3.551 -0.250
O 2.211 -0.636 1.521
H 1.603 -1.329 1.853
H 1.998 0.169 2.003
O 0.868 -1.060 -1.682
H 1.199 -1.956 -1.814
H 1.646 -0.460 -1.949
O -1.977 -1.000 1.858
H -1.746 -0.140 2.280
H -2.102 -0.683 0.945
O 2.802 0.344 -2.728
H 3.392 -0.320 -2.271
H 2.648 1.135 -2.206
O 0.386 -2.426 2.413
H -0.358 -2.817 1.945
H 0.081 -2.252 3.303
*
```

## Properties
* LUMO energy: 0.303 eV
* HOMO energy: -0.3382 Ha
* molar mass: 277.31 g mol⁻¹
* Kohn-Sham gap: 9.506 eV
* structure (SMILES): C=C/C=C/CNC.O.O.O.O.O.O.O.O.O.O


b.
Below is a cluster of 10 separate species, C6H31NO10 in total, with properties calculated with ωB97M-V/def2-TZVPD.

The geometry in ORCA input format:
```
! wB97M-V def2-TZVPD RIJCOSX def2/J DEFGRID3
* xyz 0 1
C -2.887 2.477 -0.890
C -1.369 2.341 -0.644
N -0.739 1.195 -1.440
C 0.663 1.000 -1.085
C 1.155 -0.161 -1.889
C 0.851 -1.331 -0.996
C -0.427 -2.024 -1.184
O -1.455 -1.908 -0.537
H -3.379 2.013 -0.219
H -3.037 1.986 -1.941
H -3.250 3.469 -0.938
H -0.722 3.333 -0.561
H -1.220 2.203 0.498
H -1.272 0.388 -1.401
H 1.088 1.964 -1.424
H 0.751 0.732 0.145
H 2.297 -0.056 -2.078
H 0.809 -0.303 -2.878
H 1.155 -1.198 0.096
H 1.638 -2.158 -1.415
H -0.520 -2.669 -2.094
O 0.486 -2.021 2.564
H -0.163 -1.307 2.432
H 0.689 -2.011 3.500
O -1.213 1.111 -4.358
H -1.079 1.585 -3.565
H -1.094 1.840 -4.968
O 1.518 1.609 2.967
H 1.469 1.120 3.712
H 1.951 1.007 2.404
O 2.941 -1.997 1.577
H 2.168 -2.460 1.926
H 2.567 -1.129 1.435
O -1.231 -4.040 3.495
H -2.053 -3.990 3.102
H -0.462 -3.763 2.945
O -1.383 -1.577 4.416
H -1.221 -2.440 4.260
H -1.811 -1.076 3.623
O -1.923 -0.844 1.931
H -2.325 -0.005 1.566
H -1.962 -1.600 1.112
O 4.332 2.118 -2.482
H 3.880 1.556 -1.798
H 3.841 1.705 -3.282
O 0.207 3.980 -3.183
H 0.436 3.113 -2.688
H -0.153 4.538 -2.428
*
```

## Properties
* LUMO energy: -0.263 eV
* HOMO energy: -0.3644 Ha
* molar mass: 277.31 g mol⁻¹
* Kohn-Sham gap: 9.652 eV
* structure (SMILES): CCNCCCC=O.O.O.O.O.O.O.O.O.O


Quick ranking, most stable first: a, b.


a.
Below is the molecule C3H3NO3, with properties calculated with ωB97M-V/def2-TZVPD.

The geometry in ORCA input format:
```
! wB97M-V def2-TZVPD RIJCOSX def2/J DEFGRID3
* xyz 0 1
H 2.125 -0.136 0.029
N 1.178 -0.450 -0.164
C 0.302 0.381 0.216
C 0.604 1.702 0.891
O -0.217 2.534 1.164
O -1.005 0.107 0.044
C -1.187 -0.997 -0.802
O -1.734 -1.984 -0.439
H 1.685 1.830 1.103
H -0.801 -0.798 -1.810
*
```

## Properties
* LUMO energy: -0.586 eV
* HOMO energy: -0.3947 Ha
* molar mass: 101.06 g mol⁻¹
* Kohn-Sham gap: 10.154 eV
* structure (SMILES): [H]/N=C(\C=O)OC=O


b.
Below is a structure of composition C3H3NO3, with properties calculated with ωB97M-V/def2-TZVPD.

The geometry in ORCA input format:
```
! wB97M-V def2-TZVPD RIJCOSX def2/J DEFGRID3
* xyz 0 1
C -1.737 0.183 -0.243
C -0.453 -0.421 0.056
N 0.326 -1.272 0.366
O 1.588 -1.295 0.520
C 2.109 0.406 0.137
O 3.291 0.444 0.257
O 1.074 0.993 -0.130
H -1.693 0.715 -1.199
H -2.467 -0.629 -0.315
H -2.035 0.877 0.550
*
```

## Properties
* LUMO energy: 0.055 eV
* HOMO energy: -0.3780 Ha
* molar mass: 101.06 g mol⁻¹
* Kohn-Sham gap: 10.340 eV


Quick ranking, most stable first: a, b.